Record 1
Computed, not measured: a 2-piece molecular cluster, C4H12 overall in a non-equilibrium geometry, with ωB97M-V/def2-TZVPD.

The value obtained for the HOMO-LUMO gap is 12.811 eV.

Each line ends with the Mulliken charge.
CARTESIAN COORDINATES (ANGSTROEM)
C (1.87, -0.76, 0.19)  -0.7353
C (1.92, -1.08, 1.68)  -0.7835
H (2.06, 0.28, -0.12)  0.2834
H (2.61, -1.35, -0.35)  0.3348
H (0.88, -0.92, -0.23)  0.1068
H (1.02, -0.86, 2.25)  0.2871
H (2.14, -2.14, 1.76)  0.2536
H (2.73, -0.54, 2.17)  0.2586
C (-1.82, 0.37, -0.38)  -0.6380
C (-1.97, 1.44, -1.47)  -0.8746
H (-1.80, -0.64, -0.75)  0.3117
H (-0.89, 0.55, 0.14)  0.0444
H (-2.63, 0.54, 0.33)  0.3182
H (-2.04, 0.95, -2.44)  0.2425
H (-1.14, 2.13, -1.64)  0.2928
H (-2.85, 2.07, -1.44)  0.2976

***

Record 2
Computed, not measured: an isolated ion of composition CIOS and charge -1 in a non-equilibrium geometry, with ωB97M-V/def2-TZVPD.

Its charge is -1. The value obtained for the HOMO-LUMO gap is 7.329 eV.

Each line ends with the Mulliken charge.
CARTESIAN COORDINATES (ANGSTROEM)
O (0.19, -1.02, 0.03)  -0.4469
C (-0.11, 0.11, -0.07)  0.3836
S (0.36, 1.64, 0.01)  -0.3910
I (-2.57, 0.05, 0.00)  -0.5456

***

Record 3
Computed, not measured: a 2-piece molecular cluster, C3H9NO3 overall in a non-equilibrium geometry, with ωB97M-V/def2-TZVPD.

The value obtained for the HOMO-LUMO gap is 10.512 eV.

Each line ends with the Mulliken charge.
CARTESIAN COORDINATES (ANGSTROEM)
N (1.75, 1.62, 1.15)  -0.5400
C (0.34, 1.39, 1.10)  0.4589
O (-0.39, 1.68, 2.00)  -0.5287
C (-0.14, 0.79, -0.18)  -0.3423
C (-1.62, 0.54, -0.32)  -0.3267
O (-1.80, -0.21, -1.53)  -0.5163
H (2.09, 1.46, 2.10)  0.2910
H (2.00, 2.56, 0.91)  0.2536
H (0.37, -0.18, -0.18)  0.0918
H (0.32, 1.30, -1.03)  0.2972
H (-2.13, 1.50, -0.44)  0.2309
H (-2.05, 0.02, 0.53)  0.3144
H (-2.56, -0.80, -1.43)  0.3149
O (1.46, -4.21, -0.75)  -0.6464
H (1.52, -3.29, -0.46)  0.3281
H (0.83, -4.16, -1.47)  0.3195

***

Record 4
Computed, not measured: a 2-piece molecular cluster, C5H11O3 overall, with ωB97M-V/def2-TZVPD.

Its charge is -1. The value obtained for the HOMO-LUMO gap is 8.433 eV.

Each line ends with the Mulliken charge.
CARTESIAN COORDINATES (ANGSTROEM)
C (1.00, 0.85, 1.61)  0.7365
C (1.15, -0.24, 2.65)  -1.3560
C (1.62, 0.49, 0.28)  -1.1908
O (-0.35, 1.24, 1.46)  -0.5645
H (1.52, 1.74, 2.00)  0.1218
H (0.51, -1.10, 2.48)  0.3046
H (2.56, -0.08, 0.34)  0.3646
H (0.94, -0.17, -0.26)  0.2519
H (1.74, 1.37, -0.36)  0.2959
H (-0.71, 1.01, 0.60)  0.4143
H (0.93, 0.17, 3.64)  0.3193
H (2.15, -0.65, 2.59)  0.3370
C (-2.32, -0.94, -2.81)  -0.9849
C (-1.23, -0.30, -1.93)  0.7113
O (-1.45, -0.24, -0.69)  -0.8169
O (-0.20, 0.07, -2.54)  -0.7283
H (-3.25, -0.35, -2.82)  0.2265
H (-2.68, -1.90, -2.44)  0.2473
H (-1.92, -0.98, -3.81)  0.3103

***

Record 5
Computed, not measured: C2H2NaO2 as an isolated structure in a non-equilibrium geometry, with ωB97M-V/def2-TZVPD.

The value obtained for the HOMO-LUMO gap (spin up / spin down) is 6.345 / 6.087 eV. As for the spin multiplicity: 2.

Each line ends with the Löwdin spin population.
CARTESIAN COORDINATES (ANGSTROEM)
C (0.39, 0.95, 0.05)  0.2961
C (-0.29, 0.36, -1.02)  0.2658
O (-0.78, -0.97, -0.98)  0.3331
Na (-0.38, -1.97, 0.95)  -0.0013
H (-0.44, 0.93, -1.95)  0.0086
O (0.51, 0.12, 1.14)  0.0988
H (1.01, 0.57, 1.82)  -0.0010

***

Record 6
Computed, not measured: one molecule with the formula C25H36ClN5O2 in a non-equilibrium geometry, with ωB97M-V/def2-TZVPD.

The value obtained for the HOMO-LUMO gap is 8.483 eV.

Each line ends with the Mulliken charge.
CARTESIAN COORDINATES (ANGSTROEM)
C (-5.50, -1.10, 1.93)  -1.5422
C (-4.38, -0.64, 1.00)  0.1420
N (-3.36, -1.67, 0.82)  0.0217
C (-2.14, -1.13, 0.25)  -0.6300
C (-1.07, -2.21, 0.19)  0.2153
N (-1.52, -3.34, -0.60)  0.0717
C (-0.52, -4.38, -0.72)  -0.6810
C (0.72, -3.95, -1.51)  -0.9299
N (1.76, -3.40, -0.68)  -0.0343
C (2.28, -2.16, -0.84)  -0.2178
O (1.93, -1.42, -1.73)  -0.6784
C (3.30, -1.76, 0.22)  0.2981
C (2.54, -1.03, 1.34)  0.5837
C (3.51, -0.39, 2.33)  -1.4945
N (4.50, 0.48, 1.73)  0.3187
C (4.09, 1.85, 1.48)  -1.7569
C (2.97, 2.09, 0.51)  1.4951
N (1.67, 2.07, 0.91)  -0.4760
C (0.96, 2.31, -0.16)  0.1012
C (-0.48, 2.40, -0.23)  0.4277
C (-1.22, 2.49, 0.95)  -0.2877
C (-2.60, 2.60, 0.90)  -0.8014
C (-3.23, 2.62, -0.33)  0.6892
Cl (-4.95, 2.76, -0.40)  -0.2041
C (-2.51, 2.52, -1.51)  -0.7718
C (-1.14, 2.41, -1.46)  -0.4697
O (1.72, 2.50, -1.26)  -0.4092
C (3.00, 2.36, -0.84)  0.3879
C (4.10, 2.55, -1.82)  -1.5962
C (5.22, -0.20, 0.68)  -1.1808
C (4.34, -0.82, -0.40)  -0.4275
C (-2.75, -3.86, -0.04)  -0.8400
C (-3.82, -2.77, -0.01)  -0.5871
H (-6.12, -1.85, 1.46)  0.3700
H (-6.12, -0.25, 2.19)  0.4543
H (-5.07, -1.51, 2.84)  0.3361
H (-3.88, 0.22, 1.45)  -0.0877
H (-4.80, -0.32, 0.04)  0.3163
H (-1.79, -0.31, 0.87)  0.1793
H (-2.32, -0.75, -0.78)  0.2047
H (-0.18, -1.78, -0.27)  -0.0556
H (-0.82, -2.52, 1.23)  -0.0022
H (-0.20, -4.77, 0.27)  0.3618
H (-0.99, -5.21, -1.26)  0.4559
H (1.12, -4.81, -2.06)  0.4466
H (0.45, -3.17, -2.23)  0.3650
H (2.07, -3.97, 0.10)  0.2865
H (3.80, -2.65, 0.63)  0.4502
H (1.90, -0.26, 0.90)  -0.5935
H (1.89, -1.74, 1.87)  0.5451
H (2.95, 0.19, 3.07)  0.4609
H (4.06, -1.18, 2.86)  0.3933
H (4.98, 2.39, 1.14)  0.4488
H (3.78, 2.26, 2.44)  0.3508
H (-0.70, 2.47, 1.89)  0.4658
H (-3.18, 2.69, 1.81)  0.3987
H (-3.03, 2.52, -2.46)  0.4378
H (-0.56, 2.33, -2.37)  0.4669
H (4.01, 3.53, -2.29)  0.4782
H (5.06, 2.46, -1.33)  0.2236
H (4.03, 1.80, -2.61)  0.3261
H (5.92, 0.51, 0.22)  0.4715
H (5.81, -0.99, 1.15)  0.3447
H (3.80, -0.05, -0.95)  -0.1433
H (4.96, -1.37, -1.11)  0.6380
H (-3.10, -4.69, -0.66)  0.4451
H (-2.60, -4.23, 0.99)  0.3356
H (-4.73, -3.19, 0.42)  0.3944
H (-4.02, -2.44, -1.04)  0.2943